A molecular structure, C12H29Cl8GaOPS in a non-equilibrium geometry, computed with ωB97M-V/def2-TZVPD.

The geometry in XYZ format:
```
53
Properties=species:S:1:pos:R:3:lowdin_charge:R:1
C 3.102 -1.463 -1.917 -0.18
C 2.599 -2.570 -3.016 -0.56
S 0.942 -3.362 -2.649 0.59
C -0.258 -2.172 -1.843 -0.71
Ga -1.098 -0.946 -3.291 0.09
P 0.274 0.999 -3.390 0.58
C 1.032 1.378 -1.659 -0.48
O 1.582 0.516 -4.490 -0.54
H 3.033 -0.406 -2.432 0.06
H 2.516 -1.543 -0.907 0.06
H 4.268 -1.654 -1.743 0.07
H 2.587 -2.082 -4.080 0.06
H 3.422 -3.431 -3.052 0.07
H 0.218 -1.554 -0.947 -0.05
H -1.129 -2.813 -1.338 0.00
H -2.604 -0.510 -2.987 -0.14
H -0.996 -1.711 -4.725 -0.11
H 0.385 2.166 -1.046 0.05
H 1.147 0.419 -0.976 -0.01
H 2.136 1.780 -1.826 -0.04
H 1.214 0.799 -5.399 0.04
Cl 0.785 5.591 -1.073 0.55
C 2.526 5.278 -1.285 -0.65
C 2.883 4.977 -2.731 -0.64
Cl 2.236 3.406 -3.270 0.61
H 2.806 4.455 -0.620 0.07
H 3.052 6.178 -0.952 0.06
H 3.970 4.926 -2.844 0.07
H 2.506 5.749 -3.409 0.06
Cl 0.415 -1.083 1.742 0.57
C -0.939 -1.955 2.502 -0.65
C -0.606 -3.416 2.763 -0.70
Cl -0.465 -4.353 1.254 0.55
H -1.816 -1.851 1.855 0.08
H -1.152 -1.448 3.447 0.07
H -1.405 -3.880 3.349 -0.03
H 0.330 -3.523 3.318 0.07
Cl -2.369 -4.270 5.459 0.59
C -1.254 -5.588 5.902 -0.64
C -1.841 -6.502 6.965 -0.67
Cl -1.978 -5.692 8.546 0.53
H -0.311 -5.139 6.231 0.08
H -1.059 -6.158 4.988 0.08
H -1.190 -7.369 7.110 0.07
H -2.833 -6.865 6.683 0.07
Cl -3.712 3.825 0.237 0.54
C -2.832 5.365 0.069 -0.68
C -3.715 6.473 -0.482 -0.67
Cl -4.151 6.199 -2.188 0.53
H -1.959 5.190 -0.568 0.02
H -2.476 5.636 1.067 0.07
H -3.182 7.428 -0.442 0.07
H -4.640 6.575 0.092 0.06
```

Computed properties:
2S+1 = 1
E_HOMO = -3.0 eV
charge = -1



A molecular structure, C12H29NO8P2RuSe2Te in a non-equilibrium geometry, computed with ωB97M-V/def2-TZVPD.

The geometry in XYZ format:
```
56
Properties=species:S:1:pos:R:3:lowdin_charge:R:1
Ru -0.285 0.005 0.019 0.50
O 2.129 -2.729 4.714 -0.05
C 1.863 -1.375 4.997 -0.25
C 1.304 -0.674 3.742 -0.57
C 0.924 0.762 4.170 -0.28
O 0.823 1.675 3.124 -0.18
C 0.118 -1.525 3.263 -0.49
Se -1.464 -0.587 2.549 0.72
C 2.433 -0.637 2.716 -0.51
Se 2.077 0.170 0.943 0.55
H 2.366 -3.177 5.532 0.09
H 2.784 -0.868 5.324 0.12
H 1.121 -1.288 5.804 0.13
H 1.715 1.157 4.819 0.12
H -0.014 0.711 4.746 0.11
H 0.098 1.391 2.537 -0.06
H -0.275 -2.118 4.093 0.06
H 0.425 -2.208 2.471 0.05
H 2.767 -1.656 2.513 0.06
H 3.272 -0.065 3.121 0.06
C -2.179 2.832 2.145 -0.30
P -1.706 2.191 0.477 0.81
C -3.362 1.609 -0.060 -0.26
C -1.626 3.802 -0.411 -0.26
H -3.015 3.527 2.051 0.04
H -1.333 3.341 2.606 0.04
H -2.478 1.992 2.772 -0.02
H -4.090 2.418 0.023 0.04
H -3.654 0.767 0.570 0.04
H -3.293 1.261 -1.089 0.01
H -2.448 4.439 -0.085 0.04
H -1.686 3.617 -1.480 0.03
H -0.675 4.290 -0.205 0.05
C -3.642 -0.651 -3.274 -0.08
C -2.207 -0.346 -3.669 -0.34
O -1.672 0.636 -2.805 -0.32
P -0.063 0.800 -2.595 0.08
O 0.142 1.888 -1.618 -0.44
Te 0.941 -1.344 -2.230 0.60
O 0.394 1.463 -4.008 -0.28
C 0.739 0.780 -5.183 -0.36
C 2.117 1.226 -5.648 -0.08
H -4.029 -1.436 -3.918 0.07
H -4.257 0.241 -3.368 0.07
H -3.661 -0.997 -2.244 0.05
H -2.160 0.023 -4.703 0.11
H -1.603 -1.268 -3.605 0.06
H -0.015 1.010 -5.949 0.11
H 0.743 -0.305 -4.999 0.06
H 2.163 2.312 -5.678 0.07
H 2.318 0.831 -6.641 0.07
H 2.868 0.860 -4.953 0.07
O -2.461 -3.536 -0.227 0.03
N -1.827 -2.513 -0.128 -0.64
O -0.707 -2.490 0.412 -0.22
O -2.268 -1.437 -0.586 -0.16
```

Computed properties:
relative energy (zero: lowest compared OMol25 entry of this formula, charge and spin) = 3.935 eV
expectation value of S² = 1.1653
2S+1 = 2
E_HOMO (alpha / beta) = -3.9 / -3.7 eV
charge = -1



A molecular structure, C12H30As2F12N6O6Tl in a non-equilibrium geometry, computed with ωB97M-V/def2-TZVPD.

The geometry in XYZ format:
```
69
Properties=species:S:1:pos:R:3:lowdin_charge:R:1
Tl -1.227 -24.155 21.994 1.49
As -0.049 -28.591 22.154 0.74
F -0.159 -28.276 23.860 -0.23
F 1.567 -27.904 22.128 -0.25
F 0.100 -28.860 20.442 -0.24
F -1.648 -29.238 22.169 -0.23
F -0.675 -26.996 21.815 -0.28
F 0.616 -30.140 22.469 -0.22
As 1.107 -21.430 19.321 0.72
F 2.226 -22.645 18.768 -0.24
F 2.273 -20.931 20.494 -0.24
F -0.056 -20.315 19.928 -0.23
F -0.050 -21.966 18.124 -0.25
F 0.471 -22.658 20.413 -0.31
F 1.741 -20.272 18.227 -0.22
O -3.636 -23.163 22.981 -0.08
C -4.770 -22.805 23.346 -0.54
N -5.654 -23.663 23.893 0.19
C -5.197 -21.379 23.096 0.02
H -5.362 -24.585 24.169 0.11
H -6.574 -23.351 24.145 0.11
H -5.171 -21.178 22.025 0.08
H -4.473 -20.715 23.559 0.10
H -6.213 -21.180 23.433 0.08
O -0.861 -24.856 19.301 -0.01
C -0.576 -25.373 18.211 -0.52
N -0.306 -24.589 17.170 0.22
C -0.540 -26.858 18.005 0.02
H -0.153 -24.988 16.259 0.13
H -0.455 -23.588 17.208 0.10
H 0.429 -27.195 17.649 0.09
H -1.314 -27.127 17.280 0.10
H -0.821 -27.394 18.906 0.07
O -2.637 -22.691 20.186 -0.04
C -3.412 -22.328 19.299 -0.53
N -4.429 -23.089 18.850 0.19
C -3.254 -20.961 18.679 0.03
H -4.665 -23.934 19.342 0.12
H -4.978 -22.823 18.054 0.11
H -4.013 -20.301 19.103 0.10
H -3.511 -21.030 17.618 0.09
H -2.250 -20.578 18.820 0.07
O 0.302 -25.319 23.962 -0.06
C 1.296 -25.524 24.664 -0.55
N 2.316 -26.227 24.178 0.23
C 1.430 -24.956 26.044 0.02
H 2.199 -26.629 23.252 0.08
H 3.076 -26.615 24.710 0.13
H 2.123 -24.121 26.132 0.09
H 1.783 -25.760 26.696 0.09
H 0.478 -24.602 26.429 0.09
O 1.178 -25.117 21.128 -0.02
C 2.258 -25.196 20.517 -0.51
N 3.293 -24.419 20.819 0.23
C 2.496 -26.299 19.517 0.04
H 4.178 -24.472 20.348 0.13
H 3.147 -23.678 21.487 0.13
H 2.503 -25.920 18.496 0.10
H 1.808 -27.133 19.619 0.07
H 3.474 -26.705 19.788 0.10
O -2.362 -25.539 23.986 -0.05
C -2.591 -26.680 24.409 -0.55
N -3.244 -27.590 23.684 0.21
C -2.149 -27.077 25.790 0.03
H -3.238 -28.562 23.942 0.12
H -3.431 -27.371 22.719 0.12
H -1.192 -27.594 25.722 0.08
H -2.896 -27.746 26.220 0.09
H -2.089 -26.203 26.430 0.09
```

Computed properties:
relative energy (zero: lowest compared OMol25 entry of this formula, charge and spin) = 0.000 eV
2S+1 = 1
E_HOMO = -12.9 eV
charge = +1



A molecular structure, C12H30ClFeO8P2 in a non-equilibrium geometry, computed with ωB97M-V/def2-TZVPD.

The geometry in XYZ format:
```
54
Properties=species:S:1:pos:R:3:lowdin_charge:R:1
Fe -4.446 -0.877 -1.364 0.49
Cl -2.853 -1.351 0.511 -0.34
C -2.121 1.510 2.765 -0.07
C -2.408 2.583 1.686 -0.23
O -2.665 3.881 2.317 -0.16
P -2.565 5.325 1.513 0.64
O -3.370 6.380 2.118 -0.01
O -0.931 5.690 1.489 -0.05
C -0.414 6.969 1.170 -0.18
C -0.401 8.032 2.332 -0.01
O -2.920 4.977 -0.062 -0.14
C -4.163 5.186 -0.555 -0.29
C -4.429 6.735 -0.702 -0.04
H -1.657 2.029 3.604 0.08
H -2.990 1.009 3.190 0.07
H -1.621 0.630 2.360 0.05
H -1.453 2.616 1.160 0.11
H -3.094 2.226 0.918 0.11
H 0.634 6.839 0.900 0.15
H -0.982 7.418 0.355 0.13
H 0.205 8.904 2.087 0.09
H -1.389 8.487 2.388 0.08
H -0.152 7.812 3.370 0.10
H -4.137 4.789 -1.569 0.13
H -5.056 4.652 -0.229 0.13
H -5.319 6.947 -0.109 0.08
H -3.637 7.389 -0.337 0.07
H -4.781 6.999 -1.699 0.08
C 5.666 -3.605 -1.670 -0.10
C 4.476 -2.836 -1.153 -0.25
O 3.478 -3.722 -1.681 -0.21
P 2.896 -5.030 -0.853 0.49
O 2.963 -4.984 0.630 -0.25
O 1.372 -5.089 -1.364 -0.19
C 0.395 -4.214 -0.742 -0.26
C -0.942 -4.181 -1.482 -0.07
O 3.584 -6.347 -1.535 -0.21
C 3.644 -7.618 -0.773 -0.21
C 2.449 -8.466 -1.271 -0.07
H 5.661 -3.606 -2.760 0.08
H 6.548 -3.012 -1.427 0.07
H 5.755 -4.621 -1.286 0.08
H 4.603 -2.640 -0.089 0.12
H 4.478 -1.922 -1.747 0.12
H 0.356 -4.275 0.346 0.12
H 0.858 -3.231 -0.833 0.10
H -1.302 -5.210 -1.509 0.07
H -1.760 -3.611 -1.043 0.02
H -0.817 -3.945 -2.539 0.08
H 4.635 -8.051 -0.912 0.11
H 3.721 -7.446 0.300 0.10
H 2.437 -9.432 -0.766 0.07
H 1.464 -8.033 -1.099 0.07
H 2.498 -8.659 -2.343 0.08
```

Computed properties:
expectation value of S² = 12.0167
2S+1 = 7
E_HOMO (alpha / beta) = -10.6 / -11.7 eV
charge = +1